DFT (ωB97M-V/def2-TZVPD) results for a structure of composition C12H28O20P2V2 in a non-equilibrium geometry.

For the relative energy (zero: lowest compared OMol25 entry of this formula, charge and spin), the calculation gives 0.0 kJ/mol. Its spin multiplicity is 1. The net charge is 0. Its highest occupied orbital energy is -10.52 eV.

Atoms and positions in Å:
O  4.25  1.36  2.35
V  3.10  0.27  2.20
O  3.74  -1.16  1.86
O  -1.33  -1.22  1.73
V  -0.27  -0.74  2.85
O  -0.95  0.53  3.50
O  0.55  0.70  -0.83
C  1.38  0.68  0.19
O  2.56  1.09  0.11
O  1.01  0.19  1.31
H  1.08  1.14  -1.53
O  2.32  -1.54  5.76
C  2.55  -0.72  4.72
O  1.64  -0.42  3.87
O  3.70  -0.31  4.54
H  3.17  -1.54  6.22
C  -2.81  0.42  -1.11
O  -2.91  1.79  -0.80
P  -4.13  2.67  -1.26
O  -5.40  1.95  -1.39
O  -4.10  3.86  -0.22
C  -4.84  3.74  0.99
O  -3.58  3.35  -2.54
C  -4.25  4.52  -3.08
H  -2.00  0.19  -1.80
H  -3.75  0.04  -1.51
H  -2.64  -0.13  -0.19
H  -5.45  2.84  1.00
H  -5.53  4.59  1.09
H  -4.15  3.75  1.83
H  -3.86  5.41  -2.60
H  -5.32  4.42  -2.98
H  -3.98  4.56  -4.13
C  1.13  -2.92  -0.59
O  1.33  -4.09  0.24
P  1.16  -3.95  1.78
O  0.83  -2.59  2.21
O  2.53  -4.50  2.31
C  2.95  -4.15  3.64
O  0.06  -4.99  2.20
C  0.22  -6.37  1.92
H  0.13  -2.51  -0.50
H  1.30  -3.24  -1.62
H  1.86  -2.15  -0.33
H  3.59  -3.27  3.61
H  3.48  -5.00  4.06
H  2.10  -3.96  4.30
H  0.39  -6.95  2.83
H  1.07  -6.59  1.28
H  -0.69  -6.75  1.45
O  2.30  3.57  -4.30
C  1.60  3.23  -3.38
O  0.91  2.06  -3.34
C  1.01  1.22  -4.49
C  0.80  -0.20  -4.06
C  1.44  4.00  -2.10
H  2.00  1.34  -4.93
H  0.29  1.51  -5.25
H  0.65  -0.86  -4.90
H  -0.14  -0.26  -3.48
H  1.58  -0.53  -3.37
H  1.88  4.99  -2.24
H  2.01  3.51  -1.31
H  0.40  4.06  -1.78

DFT (ωB97M-V/def2-TZVPD) results for a structure of composition H2IO2PS in a non-equilibrium geometry.

For the relative energy (zero: lowest compared OMol25 entry of this formula, charge and spin), the calculation gives 346.0 kJ/mol. Its spin multiplicity is 1. The net charge is 0. Its highest occupied orbital energy (alpha / beta) is -9.73 / -9.01 eV.

Atoms and positions in Å:
O  0.32  0.16  -0.93
O  0.62  -0.46  1.56
P  1.10  -0.87  0.10
S  -0.89  -2.87  -0.15
I  3.35  0.24  0.00
H  0.03  -0.24  -1.69
H  0.64  -1.21  2.08

DFT (ωB97M-V/def2-TZVPD) results for a structure of composition C17H13BrFeN2O6 in a non-equilibrium geometry.

Its spin multiplicity is 5. The net charge is -2. Its highest occupied orbital energy is -0.08 eV.

Atoms and positions in Å:
C  -1.28  -1.82  -3.85
C  -2.09  -2.85  -3.23
C  -3.01  -2.19  -2.32
H  -2.04  -3.91  -3.51
C  -2.58  -0.82  -2.18
C  -1.56  -0.59  -3.18
H  -1.18  0.38  -3.47
H  -0.76  -1.86  -4.82
H  -3.90  -2.57  -1.78
H  -2.97  -0.03  -1.55
Fe  -0.98  -2.11  -1.61
Br  0.85  -2.92  -0.49
C  2.72  1.24  -1.93
C  1.75  1.93  -2.73
C  1.70  1.30  -4.01
H  1.19  2.82  -2.43
C  2.53  0.12  -3.96
C  3.21  0.13  -2.70
H  3.90  -0.65  -2.35
H  3.13  1.58  -0.99
H  1.10  1.58  -4.87
H  2.59  -0.67  -4.72
O  -2.14  -0.38  0.66
C  -1.07  0.28  0.71
O  -0.34  0.76  -0.19
C  -0.56  0.51  2.16
C  -1.47  0.88  3.16
C  -1.03  1.04  4.50
C  0.32  0.83  4.84
C  1.23  0.48  3.83
C  0.80  0.36  2.48
N  2.60  0.21  4.14
O  2.96  0.31  5.34
O  3.36  -0.11  3.20
N  -1.95  1.45  5.52
O  -3.14  1.65  5.21
O  -1.50  1.60  6.67
H  -2.52  1.01  2.91
H  0.64  0.93  5.87
H  1.52  0.11  1.69

DFT (ωB97M-V/def2-TZVPD) results for an isolated molecule of C4H6N2O.

For the relative energy (zero: lowest compared OMol25 entry of this formula, charge and spin), the calculation gives 214.7 kJ/mol. The SMILES is Cc1cc(N)on1. Its spin multiplicity is 1. The net charge is 0. Its highest occupied orbital energy is -8.76 eV.

Atoms and positions in Å:
C  1.30  -0.89  1.52
C  0.20  -0.73  0.53
C  -0.69  0.38  0.45
C  -0.95  0.42  -0.89
N  -1.33  1.40  -1.78
O  -0.53  -0.71  -1.48
N  0.25  -1.43  -0.58
H  2.02  -1.61  1.12
H  1.81  0.08  1.57
H  0.99  -1.17  2.52
H  -1.03  1.02  1.25
H  -0.85  2.27  -1.60
H  -1.07  1.07  -2.71

DFT (ωB97M-V/def2-TZVPD) results for an isolated molecule of C22H26N4O5S.

For the relative energy (zero: lowest compared OMol25 entry of this formula, charge and spin), the calculation gives 62.4 kJ/mol. The SMILES is Cc1cccc(CCNC(=O)CN(C)S(=O)(=O)c2ccc3c(c2)c(=O)n(C)c(=O)n3C)c1. Its spin multiplicity is 1. The net charge is 0. Its highest occupied orbital energy is -8.85 eV.

Atoms and positions in Å:
C  5.24  1.60  6.24
C  4.65  0.90  5.05
C  4.97  -0.42  4.79
C  4.44  -1.08  3.70
C  3.57  -0.42  2.84
C  3.23  0.91  3.09
C  2.25  1.61  2.20
C  0.82  1.43  2.74
N  0.48  0.03  2.85
C  -0.40  -0.59  2.05
O  -1.14  -0.01  1.28
C  -0.44  -2.11  2.20
N  -0.61  -2.75  0.92
C  -1.96  -3.08  0.50
S  0.42  -2.24  -0.28
O  0.55  -3.33  -1.20
O  1.60  -1.77  0.39
C  -0.30  -0.87  -1.19
C  0.29  0.38  -1.07
C  -0.24  1.47  -1.73
C  -1.38  1.32  -2.52
C  -1.95  0.05  -2.65
C  -1.40  -1.04  -1.99
C  -3.15  -0.15  -3.48
O  -3.70  -1.22  -3.63
N  -3.61  1.00  -4.10
C  -4.79  0.90  -4.94
C  -3.07  2.26  -3.98
O  -3.56  3.20  -4.56
N  -1.95  2.39  -3.18
C  -1.39  3.72  -3.05
C  3.77  1.55  4.20
H  4.91  2.64  6.29
H  4.94  1.10  7.16
H  6.32  1.59  6.19
H  5.65  -0.94  5.45
H  4.70  -2.11  3.50
H  3.16  -0.93  1.98
H  2.47  2.68  2.15
H  2.30  1.19  1.20
H  0.73  1.89  3.73
H  0.09  1.88  2.06
H  1.15  -0.53  3.36
H  0.50  -2.47  2.63
H  -1.26  -2.39  2.86
H  -1.87  -3.62  -0.43
H  -2.58  -2.19  0.37
H  -2.41  -3.74  1.25
H  1.17  0.47  -0.46
H  0.24  2.43  -1.62
H  -1.85  -2.01  -2.14
H  -5.58  1.54  -4.55
H  -4.54  1.22  -5.95
H  -5.11  -0.14  -4.95
H  -0.37  3.74  -3.44
H  -2.01  4.39  -3.64
H  -1.40  4.04  -2.01
H  3.51  2.59  4.39

DFT (ωB97M-V/def2-TZVPD) results for an isolated molecule of C3H3N3O2S in a non-equilibrium geometry.

For the relative energy (zero: lowest compared OMol25 entry of this formula, charge and spin), the calculation gives 676.5 kJ/mol. Its spin multiplicity is 1. The net charge is 0. Its highest occupied orbital energy is -8.68 eV.

Atoms and positions in Å:
O  -2.22  0.31  1.99
C  -1.66  -0.76  1.38
O  -2.22  -2.09  1.67
N  -0.49  -0.46  0.46
C  0.83  -1.23  0.42
N  1.75  -0.60  -0.60
N  1.01  0.48  -1.11
S  1.76  1.54  -2.33
C  -0.40  0.69  -0.55
H  0.96  -2.17  1.13
H  1.89  2.77  -1.63
H  -1.21  1.51  -0.83

DFT (ωB97M-V/def2-TZVPD) results for a structure of composition C4H7FN2O in a non-equilibrium geometry.

For the relative energy (zero: lowest compared OMol25 entry of this formula, charge and spin), the calculation gives 438.7 kJ/mol. Its spin multiplicity is 1. The net charge is 0. Its highest occupied orbital energy is -8.86 eV.

Atoms and positions in Å:
C  -0.46  0.92  -0.32
C  -1.35  -0.09  -0.98
C  0.46  -0.02  0.58
C  1.57  -0.42  -0.25
H  -1.59  1.62  1.46
H  0.25  1.38  -0.99
H  -2.10  -0.01  -1.86
H  -0.05  -2.04  1.19
H  0.54  0.33  1.69
H  1.09  -0.91  -1.06
H  2.17  -1.27  0.19
N  -1.21  -1.24  -0.37
N  -0.38  -1.14  0.71
O  -1.23  2.01  0.35
F  2.28  0.87  -0.35

DFT (ωB97M-V/def2-TZVPD) results for a cluster of 7 separate species, C25H45N11O2PS in total in a non-equilibrium geometry.

Its spin multiplicity is 1. The net charge is +1. Its highest occupied orbital energy is -11.29 eV.

Atoms and positions in Å:
C  -4.73  2.36  2.91
C  -3.45  1.45  3.08
O  -2.37  1.89  2.69
N  -3.62  0.15  3.75
C  -2.49  0.02  4.70
C  -3.63  -0.98  2.78
C  -4.55  -0.69  1.52
C  -5.13  -2.07  0.99
C  -4.76  -2.45  -0.50
C  -3.29  -2.17  -0.93
N  -2.40  -3.23  -0.93
C  -1.14  -2.74  -1.37
N  -0.05  -3.49  -1.45
P  0.04  -5.24  -1.06
C  -0.94  -5.61  0.52
O  1.65  -5.67  -0.66
N  -1.36  -1.40  -1.67
C  -0.37  -0.43  -2.21
C  -0.23  0.86  -1.31
C  0.73  0.62  -0.06
S  -0.25  -0.26  1.24
N  -2.64  -1.03  -1.40
H  -5.36  2.05  2.03
H  -4.40  3.43  2.79
H  -5.36  2.29  3.83
H  -2.58  -0.90  5.36
H  -1.47  0.01  4.20
H  -2.51  0.91  5.39
H  -4.07  -1.86  3.34
H  -2.61  -1.31  2.43
H  -5.42  -0.08  1.91
H  -4.04  -0.10  0.71
H  -4.90  -2.94  1.68
H  -6.26  -1.97  1.02
H  -5.51  -2.01  -1.22
H  -4.89  -3.57  -0.59
H  0.82  -3.06  -1.77
H  -0.37  -6.22  1.27
H  -1.89  -6.10  0.16
H  -1.27  -4.63  0.98
H  1.55  -6.54  -0.22
H  -0.78  -0.08  -3.21
H  0.62  -0.91  -2.44
H  -1.24  1.24  -0.97
H  0.29  1.64  -1.96
H  1.57  -0.05  -0.41
H  1.15  1.59  0.32
H  0.64  -1.20  1.74
H  -3.07  -0.12  -1.52
C  2.19  4.86  -2.00
C  2.57  3.43  -1.80
N  2.88  2.32  -1.65
H  1.61  5.20  -1.15
H  3.08  5.48  -2.10
H  1.59  4.96  -2.90
C  4.02  7.23  0.69
C  3.94  7.48  -0.77
N  3.88  7.68  -1.92
H  5.05  7.33  1.03
H  3.39  7.94  1.23
H  3.68  6.22  0.91
C  3.93  -1.96  -2.47
C  3.46  -1.87  -1.06
N  3.10  -1.81  0.05
H  3.68  -1.04  -3.00
H  5.01  -2.10  -2.49
H  3.45  -2.80  -2.97
C  2.01  -5.53  -4.33
C  2.57  -4.30  -4.95
N  3.00  -3.33  -5.44
H  2.45  -5.67  -3.34
H  0.93  -5.44  -4.24
H  2.25  -6.40  -4.95
C  5.36  -2.12  2.82
C  6.85  -2.09  2.83
N  8.01  -2.07  2.83
H  4.97  -1.31  3.43
H  4.99  -2.01  1.80
H  5.01  -3.07  3.23
C  -0.72  7.70  -0.85
C  0.14  7.31  0.29
N  0.83  7.01  1.19
H  -0.58  8.75  -1.08
H  -0.47  7.11  -1.73
H  -1.77  7.53  -0.60

DFT (ωB97M-V/def2-TZVPD) results for a structure of composition C45H52N4OP2S3Ti in a non-equilibrium geometry.

For the relative energy (zero: lowest compared OMol25 entry of this formula, charge and spin), the calculation gives 300.5 kJ/mol. Its spin multiplicity is 1. The net charge is +2. Its highest occupied orbital energy is -10.67 eV.

Atoms and positions in Å:
Ti  0.08  -0.01  -0.08
N  0.10  -0.53  1.77
S  0.44  -0.28  3.17
N  1.95  -0.78  3.61
S  3.19  0.13  3.34
N  3.28  0.91  1.99
S  3.12  0.32  0.46
N  1.88  0.64  -0.26
C  4.42  1.09  -0.53
C  4.78  0.40  -1.68
C  5.55  1.04  -2.63
C  5.94  2.35  -2.44
C  5.56  3.04  -1.30
C  4.79  2.41  -0.34
C  3.60  -1.41  0.61
C  2.61  -2.38  0.66
C  2.99  -3.71  0.81
C  4.33  -4.05  0.87
C  5.31  -3.07  0.82
C  4.94  -1.74  0.69
C  4.59  -0.94  3.59
C  5.86  -0.40  3.39
C  6.97  -1.20  3.61
C  6.80  -2.51  4.04
C  5.53  -3.03  4.24
C  4.42  -2.25  4.02
C  3.33  1.41  4.57
C  3.51  2.74  4.20
C  3.66  3.69  5.18
C  3.64  3.33  6.52
C  3.45  2.00  6.88
C  3.30  1.03  5.90
C  -0.68  -1.25  4.19
C  -0.44  -2.60  4.41
C  -1.40  -3.35  5.07
C  -2.58  -2.76  5.48
C  -2.82  -1.42  5.24
C  -1.87  -0.66  4.57
C  0.32  1.42  3.78
C  0.31  2.44  2.85
C  0.23  3.75  3.30
C  0.16  4.01  4.66
C  0.19  2.98  5.58
C  0.28  1.67  5.14
H  4.46  -0.62  -1.82
H  5.83  0.50  -3.53
H  6.53  2.85  -3.20
H  5.85  4.07  -1.16
H  4.45  2.93  0.55
H  1.57  -2.07  0.60
H  2.23  -4.47  0.86
H  4.62  -5.09  0.94
H  6.35  -3.33  0.86
H  5.69  -0.96  0.64
H  5.95  0.62  3.07
H  7.95  -0.79  3.46
H  7.67  -3.13  4.21
H  5.41  -4.05  4.57
H  3.42  -2.62  4.18
H  3.52  2.99  3.15
H  3.80  4.73  4.91
H  3.77  4.08  7.29
H  3.43  1.72  7.92
H  3.16  -0.01  6.16
H  0.49  -3.03  4.06
H  -1.22  -4.40  5.25
H  -3.33  -3.35  5.99
H  -3.74  -0.96  5.56
H  -2.06  0.38  4.34
H  0.36  2.18  1.79
H  0.21  4.56  2.58
H  0.07  5.03  5.00
H  0.14  3.18  6.64
H  0.30  0.85  5.85
C  -0.28  0.82  -3.84
P  0.01  -0.45  -2.55
C  1.47  -1.33  -3.25
C  -1.36  -1.63  -2.94
C  -1.43  -2.72  -1.88
P  -1.64  -1.95  -0.20
C  -1.56  -3.47  0.82
C  -3.43  -1.59  -0.14
H  -0.30  0.37  -4.83
H  0.52  1.57  -3.79
H  -1.23  1.31  -3.63
H  1.29  -1.66  -4.28
H  1.73  -2.18  -2.63
H  2.31  -0.63  -3.24
H  -1.23  -2.04  -3.95
H  -2.29  -1.05  -2.93
H  -0.49  -3.28  -1.87
H  -2.25  -3.42  -2.08
H  -2.33  -4.18  0.51
H  -1.71  -3.21  1.87
H  -0.58  -3.94  0.72
H  -4.02  -2.46  -0.44
H  -3.65  -0.73  -0.78
H  -3.68  -1.31  0.88
C  -3.02  2.59  0.54
O  -2.21  1.44  0.32
C  -1.02  1.53  -0.35
C  -0.61  2.86  -0.91
H  -3.09  3.23  -0.34
H  -2.64  3.18  1.38
H  -4.01  2.21  0.79
H  -0.47  3.61  -0.12
H  -1.35  3.26  -1.60
H  0.34  2.75  -1.44

DFT (ωB97M-V/def2-TZVPD) results for an isolated molecule of C17H27ClN2O3S2.

For the relative energy (zero: lowest compared OMol25 entry of this formula, charge and spin), the calculation gives 16.7 kJ/mol. The SMILES is CCS[C@H](C)C(=O)N(C)CCOCCN(C)C(=O)c1c(C)csc1Cl. Its spin multiplicity is 1. The net charge is 0. Its highest occupied orbital energy is -8.86 eV.

Atoms and positions in Å:
C  1.23  -2.87  -3.23
C  0.15  -2.16  -2.42
S  0.54  -0.40  -2.30
C  -0.93  0.16  -1.37
C  -2.12  0.44  -2.28
C  -0.56  1.42  -0.58
O  -0.91  2.52  -0.98
N  0.15  1.27  0.58
C  0.45  2.48  1.32
C  0.74  0.04  1.07
C  2.27  0.07  1.00
O  2.81  -1.16  1.44
C  2.73  -2.21  0.48
C  1.97  -3.41  1.04
N  2.28  -3.67  2.43
C  1.39  -3.14  3.44
C  3.49  -4.23  2.68
O  4.25  -4.56  1.79
C  3.90  -4.40  4.11
C  4.91  -3.57  4.71
C  5.58  -2.45  3.96
C  5.17  -3.94  5.99
S  4.23  -5.28  6.50
C  3.46  -5.36  4.97
Cl  2.25  -6.53  4.64
H  1.02  -3.94  -3.29
H  1.27  -2.47  -4.24
H  2.21  -2.74  -2.78
H  -0.83  -2.29  -2.89
H  0.09  -2.58  -1.41
H  -1.19  -0.64  -0.67
H  -3.00  0.71  -1.70
H  -1.89  1.26  -2.95
H  -2.35  -0.45  -2.88
H  -0.39  3.17  1.25
H  0.61  2.22  2.37
H  1.33  2.99  0.94
H  0.43  -0.12  2.10
H  0.38  -0.80  0.48
H  2.58  0.30  -0.03
H  2.67  0.84  1.66
H  2.26  -1.86  -0.44
H  3.75  -2.52  0.25
H  0.89  -3.23  0.99
H  2.20  -4.29  0.44
H  1.68  -3.49  4.43
H  1.41  -2.05  3.44
H  0.37  -3.48  3.25
H  4.84  -1.82  3.45
H  6.17  -1.83  4.63
H  6.23  -2.86  3.18
H  5.88  -3.49  6.67

DFT (ωB97M-V/def2-TZVPD) results for a cluster of 2 separate species, C3H3BrCl2 in total in a non-equilibrium geometry.

For the relative energy (zero: lowest compared OMol25 entry of this formula, charge and spin), the calculation gives 360.7 kJ/mol. Its spin multiplicity is 1. The net charge is 0. Its highest occupied orbital energy (alpha / beta) is -8.91 / -8.91 eV.

Atoms and positions in Å:
C  0.74  -0.34  0.45
C  1.57  0.48  -0.14
C  -1.83  -0.29  -0.30
Cl  3.12  0.97  0.52
Cl  1.28  1.10  -1.72
Br  0.80  -1.03  2.15
H  -1.97  0.74  -0.08
H  -1.62  -0.59  -1.31
H  -2.09  -1.04  0.42

Which formula does entry 5 have?
C22H26N4O5S

net charge of number 3 (C17H13BrFeN2O6)?
-2